The following is a DFT calculation (ωB97M-V/def2-TZVPD) of an isolated ion of composition C5H10O2 and charge -2 in a non-equilibrium geometry.

Each line ends with the Mulliken charge.
Geometry (Å):
1 O 0.255 -0.931 -3.418  -0.89
2 C 0.469 -0.324 -2.264  -0.40
3 C -0.788 -0.009 -1.356  -0.46
4 C -0.471 0.538 0.029  -0.59
5 C 0.028 -0.451 1.080  -0.40
6 C 0.400 0.217 2.467  -0.39
7 O -0.498 0.071 3.442  -0.92
8 H 0.940 0.723 -2.339  0.11
9 H 1.193 -0.749 -1.514  0.09
10 H -1.258 -0.991 -1.291  0.22
11 H -1.437 0.600 -1.972  0.33
12 H 0.344 1.274 -0.075  0.31
13 H -1.288 1.147 0.432  0.22
14 H -0.745 -1.164 1.338  0.15
15 H 0.814 -1.054 0.617  0.36
16 H 1.447 -0.187 2.637  0.13
17 H 0.594 1.290 2.186  0.13

## Properties
Total charge: -2
HOMO energy (eV): 0.50
E (Eh): -346.8494
Structure (SMILES): [O-]CCCCC[O-]
HOMO-LUMO gap (eV): 6.72
F_max (eV/Å): 2.21